DFT (ωB97M-V/def2-TZVPD) results for a cluster of 3 separate species, C21H39BrO10P2 in total at a distorted geometry.

Positions of all 73 atoms, in Å:
C 3.945 7.669 0.090
C 4.792 7.538 -1.263
C 5.923 6.372 -1.194
Br 7.060 6.619 -2.805
C 5.310 4.915 -1.028
C 4.902 4.523 0.279
C 4.242 3.069 0.457
O 4.409 2.391 1.496
C 3.332 2.566 -0.740
C 3.735 2.963 -2.045
C 5.063 3.860 -2.183
O 5.806 3.638 -3.154
H 4.610 7.505 0.998
H 3.338 8.633 0.159
H 3.178 6.808 0.077
H 5.327 8.530 -1.431
H 4.099 7.236 -2.116
H 6.606 6.571 -0.289
H 5.017 5.236 1.155
H 2.395 1.921 -0.597
H 3.159 2.701 -2.982
O -0.788 0.100 4.257
P -1.343 1.068 3.208
O -1.971 -0.131 2.230
C -2.728 -1.205 2.777
C -4.193 -0.843 2.943
O 0.076 1.299 2.387
C 1.326 1.212 3.064
C 1.941 -0.159 2.858
O -1.984 2.225 2.129
C -3.235 2.158 1.476
C -4.334 2.758 2.328
H -2.322 -1.548 3.730
H -2.643 -2.041 2.078
H -4.310 0.001 3.627
H -4.758 -1.689 3.340
H -4.640 -0.560 1.987
H 1.215 1.448 4.125
H 1.985 1.972 2.636
H 1.257 -0.959 3.144
H 2.860 -0.262 3.438
H 2.177 -0.315 1.801
H -3.481 1.154 1.139
H -3.138 2.754 0.563
H -4.387 2.274 3.306
H -5.302 2.666 1.828
H -4.138 3.818 2.508
O -1.759 -4.112 -0.194
P -2.316 -4.369 -1.598
O -1.079 -5.376 -2.089
C -0.606 -6.421 -1.245
C -1.432 -7.686 -1.385
O -1.764 -2.971 -2.291
C -1.589 -1.798 -1.506
C -0.135 -1.650 -1.097
O -3.097 -4.622 -3.094
C -3.173 -5.843 -3.802
C -4.367 -6.663 -3.360
H -0.570 -6.116 -0.198
H 0.424 -6.630 -1.548
H -2.472 -7.505 -1.103
H -1.035 -8.480 -0.748
H -1.427 -8.048 -2.416
H -2.251 -1.804 -0.637
H -1.880 -0.943 -2.123
H 0.241 -2.543 -0.597
H -0.007 -0.796 -0.427
H 0.495 -1.499 -1.978
H -2.248 -6.412 -3.761
H -3.305 -5.579 -4.856
H -4.345 -6.847 -2.283
H -4.393 -7.620 -3.888
H -5.296 -6.127 -3.571

Structure (SMILES): CC[C@H](Br)C1=CC(=O)C=CC1=O.CCOP(=O)(OCC)OCC.CCOP(=O)(OCC)OCC
Energy above the lowest of the compared OMol25 structures with the same formula, charge and spin (kcal/mol): 88.3
Gap between HOMO and LUMO (eV): 8.4
Net charge: 0
LUMO (Ha): -0.04903


DFT (ωB97M-V/def2-TZVPD) results for a structure of composition C21H39ClF4ILiN3O10S3 at a distorted geometry.

Positions of all 83 atoms, in Å:
N -0.350 2.252 4.222
C -0.264 2.185 2.785
O 0.686 3.058 2.151
C 1.793 3.427 2.958
S 1.549 5.047 3.848
C -0.143 0.671 2.270
I -0.238 0.584 0.116
C 1.333 0.196 2.649
C 1.596 -1.324 2.342
C 1.516 -2.263 3.585
F 2.794 -2.768 3.785
F 0.686 -3.317 3.255
F 1.029 -1.692 4.713
O -1.026 -0.164 3.022
C -2.204 -0.540 2.395
C -3.226 0.622 2.027
S -4.168 1.374 3.398
O -5.013 2.385 2.767
O -3.356 2.013 4.404
S -3.080 -1.621 3.681
O -4.469 -1.907 3.314
O -2.360 -2.865 3.643
F -2.893 -1.056 5.180
H -0.534 3.187 4.569
H 0.411 1.786 4.704
H -1.268 2.524 2.410
H 2.638 3.632 2.248
H 2.171 2.627 3.635
H 1.592 4.652 5.167
H 2.016 0.791 1.989
H 1.606 0.441 3.700
H 2.628 -1.403 1.917
H 0.919 -1.752 1.563
H -2.083 -1.260 1.537
H -2.773 1.435 1.394
H -3.996 0.142 1.357
H -5.022 0.496 4.029
O -7.144 -2.632 4.659
H -7.286 -3.533 5.017
H -6.193 -2.478 4.429
H -7.481 -1.945 5.273
Cl 2.601 -4.941 3.507
Li 0.388 -6.252 3.388
C -2.999 4.004 -2.895
C -2.309 3.661 -1.809
C -2.935 3.675 -0.469
O -2.304 3.363 0.526
C -4.355 4.081 -0.378
C -5.046 4.424 -1.463
C -4.422 4.411 -2.807
O -5.049 4.720 -3.795
H -2.558 4.001 -3.885
H -1.270 3.361 -1.855
H -4.793 4.083 0.613
H -6.085 4.724 -1.416
C 2.784 -1.804 -1.913
C 2.678 -0.362 -2.396
C 1.626 -0.177 -3.490
C 1.898 -0.951 -4.781
C 3.237 -0.639 -5.448
C 3.352 0.817 -5.888
H 3.085 -2.476 -2.718
H 3.531 -1.885 -1.120
H 1.825 -2.149 -1.512
H 3.656 -0.017 -2.739
H 2.413 0.274 -1.545
H 1.538 0.891 -3.717
H 0.647 -0.483 -3.100
H 1.089 -0.743 -5.491
H 1.847 -2.027 -4.583
H 3.349 -1.281 -6.326
H 4.064 -0.890 -4.785
H 2.565 1.072 -6.604
H 4.314 0.990 -6.375
H 3.285 1.505 -5.044
C 4.748 -4.240 -4.857
O 4.756 -3.051 -4.580
N 4.142 -5.174 -4.068
N 5.344 -4.735 -5.977
H 4.125 -6.154 -4.277
H 3.692 -4.846 -3.232
H 5.801 -4.077 -6.582
H 5.350 -5.707 -6.223

Gap between HOMO and LUMO (eV): 4.1
Net charge: +1
LUMO (Ha): -0.18430


DFT (ωB97M-V/def2-TZVPD) results for a structure of composition C21H39MgNP2 at a distorted geometry.

Positions of all 64 atoms, in Å:
P 0.123 -1.542 -1.963
P -0.011 1.562 -1.757
C -0.123 -0.617 -3.563
C 0.308 0.841 -3.463
H -1.188 -0.704 -3.824
H 0.450 -1.131 -4.344
H 1.385 0.952 -3.660
H -0.228 1.445 -4.209
C -1.654 2.299 -2.060
H -1.915 2.920 -1.196
H -2.414 1.521 -2.177
H -1.609 2.919 -2.966
C 0.980 3.094 -1.760
H 0.798 3.656 -2.689
H 2.045 2.851 -1.668
H 0.680 3.697 -0.892
C -0.903 -3.040 -2.112
H -0.645 -3.695 -1.267
H -0.704 -3.553 -3.065
H -1.963 -2.768 -2.029
C 1.794 -2.222 -2.214
H 2.534 -1.416 -2.166
H 1.841 -2.723 -3.190
H 2.002 -2.942 -1.412
Mg -0.348 -0.147 0.218
C 0.543 1.712 -6.914
C -0.775 1.755 -6.687
C -1.814 1.014 -7.470
C -1.406 -0.377 -8.034
C -0.728 -1.286 -7.050
C 0.581 -1.344 -6.788
C 1.646 -0.545 -7.471
C 1.250 0.881 -7.944
C 0.036 -1.800 1.476
H 1.213 2.375 -6.347
H -1.174 2.460 -5.951
H -2.166 1.624 -8.320
H -2.692 0.863 -6.825
H -2.348 -0.874 -8.316
H -0.838 -0.252 -8.966
H -1.413 -1.992 -6.559
H 0.957 -2.108 -6.096
H 2.031 -1.093 -8.349
H 2.499 -0.441 -6.784
H 2.200 1.399 -8.161
H 0.712 0.824 -8.899
H 0.727 -1.425 2.246
H 0.499 -2.646 0.956
H -0.870 -2.149 1.995
C -3.052 0.638 1.768
C -1.918 1.480 2.198
C -1.913 2.496 3.184
C -0.601 3.001 3.235
C 0.161 2.276 2.281
C 1.589 2.464 1.980
N -0.660 1.363 1.653
H -2.857 -0.434 1.942
H -3.288 0.783 0.699
H -3.947 0.916 2.339
H -2.772 2.798 3.769
H -0.200 3.785 3.869
H 1.778 3.490 1.624
H 2.195 2.338 2.891
H 1.953 1.757 1.219

Gap between HOMO and LUMO (eV): 6.1
Net charge: 0
LUMO (Ha): 0.00484


DFT (ωB97M-V/def2-TZVPD) results for a structure of composition C21H39N3O4SSi2 at a distorted geometry.

Positions of all 70 atoms, in Å:
C 2.631 -1.931 0.447
C 2.164 -1.245 -0.819
O 0.757 -1.035 -0.763
C 0.349 0.314 -0.620
Si -1.277 0.259 0.315
N -1.677 1.898 0.889
C -1.537 2.766 0.085
S -1.353 3.916 -0.950
O -1.036 -0.727 1.601
Si -2.160 -0.897 2.829
C -2.496 -2.727 3.097
C -1.670 -3.677 2.207
C -2.364 -4.065 0.891
C -1.629 -3.576 -0.356
N -0.635 -4.562 -0.799
C -2.635 -0.302 -0.845
C -3.979 -0.451 -0.478
C -4.903 -0.875 -1.428
N -4.610 -1.159 -2.694
C -3.336 -1.022 -3.053
C -2.339 -0.605 -2.177
H 3.693 -1.766 0.608
H 2.480 -3.003 0.380
H 2.095 -1.569 1.317
H 2.367 -1.889 -1.671
H 2.685 -0.305 -0.977
H 1.077 0.931 -0.089
H 0.228 0.770 -1.607
H -1.581 -0.313 4.060
H -3.379 -0.115 2.533
H -2.270 -2.930 4.140
H -3.554 -2.921 2.942
H -1.507 -4.584 2.782
H -0.682 -3.285 1.991
H -2.432 -5.146 0.829
H -3.369 -3.655 0.871
H -1.080 -2.671 -0.120
H -2.352 -3.336 -1.138
H -1.079 -5.462 -0.929
H -0.284 -4.275 -1.703
H -4.305 -0.239 0.525
H -5.937 -0.984 -1.134
H -3.068 -1.255 -4.071
H -1.325 -0.545 -2.538
C 0.490 5.251 -4.566
C 1.716 5.611 -5.403
C 2.817 4.847 -4.677
O 2.201 3.681 -4.129
C 0.779 3.799 -4.211
H -0.455 5.375 -5.094
H 0.459 5.863 -3.662
H 1.600 5.232 -6.420
H 1.912 6.680 -5.457
H 3.238 5.441 -3.859
H 3.630 4.543 -5.337
H 0.414 3.119 -4.989
H 0.343 3.501 -3.257
C 2.995 1.476 4.167
C 2.513 0.621 5.337
C 2.301 -0.728 4.662
O 3.262 -0.803 3.607
C 3.849 0.481 3.392
H 3.552 2.362 4.469
H 2.145 1.796 3.561
H 3.294 0.546 6.096
H 1.610 0.999 5.813
H 1.297 -0.801 4.229
H 2.449 -1.571 5.337
H 4.879 0.464 3.766
H 3.874 0.685 2.320

Gap between HOMO and LUMO (eV): 9.5
Net charge: 0
LUMO (Ha): 0.01680


Which formula does entry 4 have?
C21H39N3O4SSi2